[1]
Below is C17H9F10O4Pd as an isolated structure, with properties calculated with ωB97M-V with the def2-TZVPD basis set.

```
! RIJCOSX wB97M-V def2-TZVPD def2/J DEFGRID3
* xyz -1 1
Pd 0.6051 0.1386 -0.5378
C -0.5687 -3.0779 5.2708
O -1.2579 -1.8436 5.3137
C -0.9952 -0.9512 4.3220
C -1.6808 0.2786 4.4271
C -1.4791 1.2161 3.4590
C -0.6154 1.0275 2.3521
C -0.4193 2.0977 1.3977
C -1.1090 3.4361 1.5340
O 0.3332 2.0142 0.4141
C 0.0756 -0.2320 2.2463
O 0.8947 -0.5899 1.3244
C -0.1494 -1.1952 3.2743
H -0.8647 -3.6209 6.1650
H 0.5134 -2.9275 5.2754
H -0.8444 -3.6546 4.3847
H -2.3429 0.4483 5.2642
H -2.0079 2.1529 3.5541
H -1.4919 3.6732 2.5203
H -1.9346 3.4443 0.8193
H -0.4018 4.2015 1.2200
H 0.3719 -2.1323 3.1492
F 0.5408 -1.7685 -2.6240
C 0.8341 -1.6676 -1.2844
F 0.0204 -2.5877 -0.6662
C 2.2620 -2.2463 -1.1662
F 2.6413 -2.3857 0.1076
F 2.3554 -3.4619 -1.7414
F 3.1510 -1.4516 -1.7769
F 0.9087 1.0750 -7.5062
C 0.6101 1.0220 -6.1926
C -0.7033 0.9477 -5.7691
F -1.6915 0.9294 -6.6810
C -1.0060 0.8925 -4.4231
F -2.3000 0.8163 -4.0663
C -0.0205 0.9091 -3.4184
O -0.3484 0.8725 -2.1679
C 1.3007 1.0016 -3.8947
F 2.3101 1.0321 -3.0086
C 1.6108 1.0454 -5.2389
F 2.8933 1.1220 -5.6315
*
```

The value obtained for the LUMO energy is 2.680 eV. As for the HOMO energy: -4.93 eV. The molar mass is 573.7 u.

Here are the Löwdin charges for atoms 1 to 8, given in e: atom 1 (Pd): 1.0406, atom 2 (C): -0.0902, atom 3 (O): -0.0816, atom 4 (C): -0.2872, atom 5 (C): -0.0306, atom 6 (C): -0.0453, atom 7 (C): -0.0984, atom 8 (C): -0.3694

[2]
Below is one molecule with the formula C9H7NO5S at a distorted geometry, with properties calculated with ωB97M-V with the def2-TZVPD basis set.

```
! RIJCOSX wB97M-V def2-TZVPD def2/J DEFGRID3
* xyz 0 1
C 3.1279 -0.5534 0.3580
C 2.1153 -0.5600 -0.8689
O 2.3212 -1.4242 -1.7709
O 0.9760 0.2559 -1.0413
C 0.8692 1.3210 -0.0691
C -0.6987 1.8018 -0.1217
C -1.4930 0.5024 0.4215
C -2.3034 -0.4302 -0.2744
N -2.6638 -0.4166 -1.6955
C -1.8053 -1.0260 -2.4411
S -0.6118 -1.5055 -3.4907
C -2.6206 -1.4960 0.8794
O -3.5367 -2.3141 1.0178
O -1.5990 -1.3374 1.8772
C -1.4740 0.1054 1.9625
O -1.3576 0.8115 2.9737
H 3.4011 0.5253 0.6232
H 2.5550 -0.9745 1.2673
H 4.0264 -1.2164 0.1556
H 1.5689 2.2108 -0.2879
H 1.0258 0.9902 1.0216
H -1.0153 2.1153 -1.1650
H -0.8076 2.6147 0.6690
*
```

The value obtained for the LUMO energy is -0.856 eV. As for the HOMO energy: -9.96 eV. The structure (SMILES) is CC(=O)OCCC1=C(N=C=S)C(=O)OC1=O. The molar mass is 241.2 u.

Here are the Löwdin charges for atoms 1 to 8, given in e: atom 1 (C): -0.0042, atom 2 (C): -0.3978, atom 3 (O): 0.0094, atom 4 (O): -0.0693, atom 5 (C): -0.1784, atom 6 (C): -0.0488, atom 7 (C): -0.0266, atom 8 (C): -0.0802

[3]
Below is one molecule with the formula C37H47NO12 at a distorted geometry, with properties calculated with ωB97M-V with the def2-TZVPD basis set.

```
! RIJCOSX wB97M-V def2-TZVPD def2/J DEFGRID3
* xyz 0 1
C -0.3988 -0.5010 -3.6173
H -1.3556 -0.0217 -3.4033
H 0.3771 0.2633 -3.6934
H -0.4517 -1.0913 -4.5282
O -0.0920 -1.4126 -2.5676
C 0.0975 -0.8767 -1.3680
O 0.1199 0.3187 -1.1755
C 0.2665 -1.9381 -0.2948
H 0.6613 -2.8295 -0.7899
C 1.3338 -1.4590 0.7168
C 1.1188 -1.8283 2.1808
H 0.1572 -1.4734 2.5296
H 1.8872 -1.3462 2.7818
H 1.2012 -2.9020 2.3187
H 1.3803 -0.3665 0.6553
C 2.7140 -2.0131 0.2884
C 3.1697 -1.4785 -1.0416
C 4.3691 -0.9629 -1.2784
O 5.3685 -0.8869 -0.3398
C 5.7729 0.4276 0.0637
C 7.2281 0.3864 0.4787
H 7.8324 0.0083 -0.3408
H 7.3190 -0.2720 1.3378
H 7.5540 1.3877 0.7462
O 5.5341 1.3550 -0.9714
C 4.2990 1.8825 -0.7490
C 3.5985 2.5962 -1.7024
C 2.3004 2.9878 -1.3745
C 1.7179 2.7062 -0.0940
C 0.3512 3.0132 0.1581
C -0.2186 2.6362 1.3665
C 0.5853 2.0967 2.3709
C 1.9186 1.8088 2.1771
C 2.4950 2.0518 0.9040
C 3.8000 1.6145 0.5322
C 4.7839 0.8065 1.1831
O 4.8682 0.3789 2.3286
O 2.5717 1.2966 3.2312
H 3.4768 0.9741 2.9991
H 0.1578 1.8449 3.3286
N -1.5899 2.7489 1.6842
C -2.6506 2.5365 0.8830
O -2.5550 2.4897 -0.3532
C -3.9587 2.3413 1.5386
C -5.0247 2.0854 0.7652
C -5.0347 2.1229 -0.6987
C -5.1444 1.0656 -1.4941
C -5.1895 -0.3556 -1.0164
C -6.0037 -1.2050 -1.9910
H -7.0025 -0.7894 -2.1104
H -6.0968 -2.2253 -1.6256
H -5.5205 -1.2284 -2.9652
H -5.6830 -0.3674 -0.0394
C -3.7469 -0.9432 -0.8376
O -2.7511 -0.1591 -1.4416
H -2.7709 0.7448 -1.0816
C -3.4674 -1.2325 0.6564
C -4.2830 -2.4429 1.1076
H -5.3486 -2.2376 1.0397
H -4.0537 -2.6948 2.1402
H -4.0705 -3.3064 0.4828
H -3.7993 -0.3582 1.2297
C -1.9627 -1.3758 1.0386
O -1.3959 -0.0924 1.1665
H -1.0375 0.1919 0.3123
H -1.9651 -1.7664 2.0666
C -1.1653 -2.3657 0.1502
C -1.1250 -3.7557 0.7907
H -0.7068 -3.7200 1.7901
H -0.5162 -4.4271 0.1909
H -2.1257 -4.1728 0.8586
H -1.7060 -2.4672 -0.7961
H -3.7048 -1.8916 -1.3872
H -5.1395 1.2026 -2.5658
H -4.9382 3.1112 -1.1308
H -5.9709 1.8455 1.2385
C -4.0443 2.3265 3.0363
H -3.7223 3.2792 3.4573
H -3.4271 1.5284 3.4508
H -5.0716 2.1525 3.3472
H -1.7542 2.6425 2.6751
O -0.3697 3.6851 -0.7835
H -1.2951 3.2985 -0.7816
O 1.6293 3.6114 -2.3379
H 0.7149 3.7859 -2.0126
C 4.1627 2.8937 -3.0566
H 3.5210 2.4743 -3.8296
H 4.2046 3.9699 -3.2146
H 5.1613 2.4764 -3.1413
H 4.6376 -0.5872 -2.2622
H 2.4923 -1.5973 -1.8721
O 2.6190 -3.4328 0.2489
C 3.8643 -4.0793 0.2662
H 4.4724 -3.8121 -0.6053
H 4.4275 -3.8265 1.1726
H 3.6551 -5.1478 0.2516
H 3.4570 -1.7293 1.0489
*
```

The value obtained for the LUMO energy is -0.087 eV. As for the HOMO energy: -7.26 eV. The molar mass is 697.8 u.

Here are the Löwdin charges for atoms 1 to 8, given in e: atom 1 (C): -0.0267, atom 2 (H): 0.0867, atom 3 (H): 0.0951, atom 4 (H): 0.0952, atom 5 (O): -0.0114, atom 6 (C): -0.4752, atom 7 (O): 0.1110, atom 8 (C): -0.1178

[4]
Below is an isolated ion of composition C23H23F4N2 and charge +1 at a distorted geometry, with properties calculated with ωB97M-V with the def2-TZVPD basis set.

```
! RIJCOSX wB97M-V def2-TZVPD def2/J DEFGRID3
* xyz 1 1
C -1.3004 -1.0627 5.5127
N -1.4415 -2.3371 4.9105
C -1.4721 -3.4053 5.7032
C -1.6940 -4.4677 4.9144
N -1.7896 -3.9976 3.5713
C -1.6552 -5.0099 2.3286
C -2.3221 -4.4741 1.0418
C -2.3608 -6.3403 2.7550
C -0.1439 -5.3282 2.1086
C -1.6179 -2.6247 3.6400
C -1.3776 -1.4868 2.8235
C -0.0804 -0.6858 2.6865
C 1.1980 -1.1393 2.7626
C 2.4368 -0.4447 2.3882
C 3.6464 -1.1997 2.2783
C 4.8183 -0.5250 1.9992
F 5.9687 -1.2604 1.9347
C 4.9073 0.8501 1.8663
C 3.7124 1.5428 1.9470
F 3.7274 2.9069 2.0014
C 2.4659 0.9441 2.1002
C -2.5558 -0.5947 2.6555
C -2.5445 0.7665 2.2729
C -3.7539 1.4250 2.0009
F -3.6798 2.6896 1.4699
C -5.0067 0.8289 2.1213
C -4.9478 -0.5016 2.5355
F -6.1415 -1.1392 2.6018
C -3.7816 -1.2093 2.7733
H -2.2185 -0.4880 5.3250
H -1.2379 -1.2559 6.5977
H -0.4282 -0.4836 5.1636
H -1.3756 -3.2291 6.7575
H -1.6751 -5.4925 5.3053
H -1.7974 -3.6238 0.6150
H -2.3156 -5.2715 0.2773
H -3.3764 -4.2090 1.1732
H -1.8042 -6.8350 3.5656
H -3.3747 -6.1188 3.1118
H -2.4708 -7.0944 1.9445
H 0.2707 -5.8984 2.9578
H 0.0349 -5.9123 1.1915
H 0.4579 -4.4181 1.9965
H -1.2901 -2.3988 2.2003
H -0.1471 0.2839 2.2111
H 1.3229 -2.1872 3.0583
H 3.6402 -2.2933 2.3819
H 5.8382 1.3613 1.7254
H 1.5112 1.4764 2.0378
H -1.6269 1.3207 2.0811
H -5.9337 1.3783 1.8667
H -3.8356 -2.2616 2.9826
*
```

The value obtained for the LUMO energy is -3.034 eV. As for the HOMO energy: -11.51 eV. The structure (SMILES) is C[n+]1ccn(C(C)(C)C)c1[C@H](/C=C/c1cc(F)cc(F)c1)c1cc(F)cc(F)c1. The molar mass is 403.4 u.

Here are the Löwdin charges for atoms 1 to 8, given in e: atom 1 (C): 0.0357, atom 2 (N): -0.0577, atom 3 (C): -0.0135, atom 4 (C): 0.0180, atom 5 (N): 0.1289, atom 6 (C): -0.4418, atom 7 (C): -0.0300, atom 8 (C): -0.0440

[5]
Below is C54H49BaI2N3O3P2S4 as an isolated structure at a distorted geometry, with properties calculated with ωB97M-V with the def2-TZVPD basis set.

```
! RIJCOSX wB97M-V def2-TZVPD def2/J DEFGRID3
* xyz 0 1
Ba -18.0341 -5.0480 -12.3122
S -15.0981 -2.0042 -11.1448
S -15.8800 -2.3489 -13.0289
S -17.4840 -1.1464 -13.5188
S -19.0607 -2.2734 -13.0576
C -10.3282 -11.0439 -14.7668
C -11.6653 -11.3851 -14.0461
C -11.7109 -12.9286 -13.7554
C -12.7853 -11.1026 -15.0241
C -12.9501 -11.7889 -16.2232
C -14.0622 -11.5511 -17.0380
C -15.0221 -10.5905 -16.6534
C -14.8785 -9.8921 -15.4736
P -16.0416 -8.6926 -14.7326
C -17.2127 -8.4462 -16.1126
C -18.5936 -8.6463 -16.0343
C -19.4627 -8.2249 -17.0387
C -18.9337 -7.6488 -18.1623
C -17.5827 -7.4077 -18.2730
C -16.7073 -7.7887 -17.2748
C -16.9419 -9.9427 -13.7145
C -17.5659 -11.0417 -14.2823
C -18.2462 -12.0039 -13.4901
C -18.3483 -11.8059 -12.0932
C -17.8016 -10.6630 -11.5414
C -17.0997 -9.7589 -12.3471
C -13.7179 -10.1489 -14.7032
O -13.5891 -9.3617 -13.6355
C -12.7332 -9.6082 -12.6324
C -12.8507 -8.7889 -11.4684
C -12.0129 -9.0583 -10.4036
C -11.0627 -10.0790 -10.4901
C -10.9479 -10.8382 -11.6360
C -11.7788 -10.6163 -12.7253
P -14.0000 -7.3291 -11.6250
C -13.6180 -6.3435 -10.1025
C -14.3322 -6.6161 -8.9393
C -14.1446 -5.9072 -7.7504
C -13.2383 -4.8769 -7.7236
C -12.6111 -4.5275 -8.9195
C -12.7453 -5.2457 -10.1075
C -13.0288 -6.3611 -12.8372
C -11.6779 -6.6001 -13.1300
C -11.0036 -5.8254 -14.0565
C -11.6560 -4.8922 -14.8551
C -13.0145 -4.6827 -14.6093
C -13.6840 -5.4042 -13.6212
H -10.2210 -11.6079 -15.7149
H -9.4482 -11.2541 -14.0981
H -10.3113 -9.9665 -14.9881
H -11.6471 -13.5027 -14.6740
H -12.6637 -13.2198 -13.2691
H -10.9305 -13.3000 -13.0927
H -12.2871 -12.5593 -16.5763
H -14.1199 -12.0873 -17.9688
H -15.8970 -10.4261 -17.2747
H -18.9810 -9.1240 -15.1415
H -20.5561 -8.3743 -16.9312
H -19.6124 -7.4019 -18.9509
H -17.2030 -6.9853 -19.2088
H -15.6466 -7.6863 -17.4268
H -17.5427 -11.1877 -15.3851
H -18.7607 -12.8373 -13.9341
H -18.9501 -12.4626 -11.4990
H -17.9729 -10.4211 -10.5116
H -16.6995 -8.8636 -11.8978
H -12.1488 -8.4670 -9.5167
H -10.4495 -10.3312 -9.6084
H -10.1909 -11.6190 -11.6670
H -15.0456 -7.4374 -8.9609
H -14.7088 -6.1212 -6.8409
H -13.0531 -4.3289 -6.7940
H -11.9312 -3.6873 -9.0104
H -12.2080 -4.9392 -11.0278
H -11.1234 -7.3729 -12.5764
H -9.9860 -6.0965 -14.3010
H -11.1362 -4.3681 -15.6417
H -13.5779 -3.9561 -15.1753
H -14.7244 -5.1703 -13.3991
N -19.8066 -7.7556 -13.0113
C -20.7571 -7.9413 -12.0038
C -21.2222 -9.2027 -11.7555
C -22.0914 -9.4264 -10.6911
C -22.6320 -8.4197 -9.9598
C -22.2022 -7.1021 -10.1913
C -22.6275 -5.9756 -9.4465
C -22.1302 -4.7160 -9.7295
C -21.1649 -4.6164 -10.7188
N -20.7103 -5.6403 -11.4204
C -21.2531 -6.8680 -11.2247
H -19.4506 -8.5759 -13.4633
H -20.0612 -7.0342 -13.6783
H -20.8517 -10.0589 -12.3382
H -22.3774 -10.4490 -10.5279
H -23.3970 -8.7230 -9.2370
H -23.3155 -6.1123 -8.6338
H -22.4666 -3.8950 -9.1383
H -20.7120 -3.6645 -10.9522
O -17.2837 -5.4032 -14.8177
C -17.6569 -4.6340 -15.9688
C -19.1621 -4.6133 -16.0987
C -19.8102 -3.7936 -17.0386
C -21.1985 -3.6897 -17.0377
C -21.9245 -4.4931 -16.1714
C -21.1934 -5.2429 -15.2704
N -19.8537 -5.3048 -15.2168
H -16.4066 -5.7629 -14.9014
H -17.2089 -4.9409 -16.9238
H -17.3139 -3.6325 -15.8001
H -19.2596 -3.1702 -17.7192
H -21.7244 -3.0413 -17.7409
H -23.0057 -4.4683 -16.1371
H -21.7032 -5.8746 -14.5681
O -17.5029 -7.0845 -10.1936
H -18.0365 -6.8567 -9.4437
H -16.6600 -6.6837 -9.9417
I -16.4484 -3.2674 -9.3823
I -18.1596 -4.9377 -7.4147
*
```

The value obtained for the LUMO energy is -0.143 eV. As for the HOMO energy: -6.68 eV. The molar mass is 1369.4 u.

Here are the Löwdin charges for atoms 1 to 8, given in e: atom 1 (Ba): 1.3701, atom 2 (S): -0.2083, atom 3 (S): -0.2262, atom 4 (S): -0.1401, atom 5 (S): -0.2848, atom 6 (C): -0.0166, atom 7 (C): -0.3986, atom 8 (C): -0.0225